1.
ORCA calculation (ωB97M-V/def2-TZVPD) on 2 unconnected molecules or ions with the total composition C6H12O2 at a distorted geometry.

Values from the calculation:
LUMO energy ... 0.305 eV
SMILES ... C=CCCCC=O.O

```
! wB97M-V def2-TZVPD RIJCOSX def2/J DEFGRID3
* xyz 0 1
C 2.87 -1.68 -0.78
C 1.86 -0.86 -0.40
C 1.33 -0.59 0.97
C 0.30 0.58 1.21
C -0.75 0.90 0.24
C -1.83 -0.10 0.39
O -2.11 -0.58 1.44
H 3.18 -2.47 -0.17
H 3.25 -1.54 -1.76
H 1.52 -0.10 -1.20
H 2.13 -0.79 1.66
H 0.68 -1.59 1.31
H -0.14 0.21 2.11
H 0.85 1.50 1.20
H -0.52 0.84 -0.85
H -1.33 1.79 0.39
H -2.48 -0.37 -0.50
O -2.50 1.39 -1.75
H -3.51 1.06 -1.83
H -2.81 2.39 -1.66
*
```

These are the natural (NBO) partial charges, in e, on atoms 1 to 8: -0.42 -0.17 -0.45 -0.42 -0.52 0.46 -0.55 0.19

2.
ORCA calculation (ωB97M-V/def2-TZVPD) on a molecular structure, C6H12O2 at a distorted geometry.

Values from the calculation:
LUMO energy ... 0.592 eV

```
! wB97M-V def2-TZVPD RIJCOSX def2/J DEFGRID3
* xyz 0 1
C 2.31 -0.27 0.19
C 0.91 -0.74 -0.30
C -0.22 -0.72 0.76
C -1.12 0.04 -0.15
C -2.16 0.88 0.41
C 0.16 0.45 -0.94
H 2.04 0.58 0.92
H 2.96 0.18 -0.65
H 3.00 -1.19 0.61
H 1.09 -1.59 -1.04
H -0.50 -1.76 1.11
H 0.01 -0.12 1.75
H -2.12 1.85 -0.54
H -1.64 1.26 1.48
H -3.08 0.15 0.53
H -0.92 -1.46 -1.18
H 0.01 0.26 -2.01
H 0.19 1.74 0.43
O -1.74 -1.08 -0.83
O 0.83 1.56 -0.55
*
```

These are the natural (NBO) partial charges, in e, on atoms 1 to 8: -0.61 -0.28 -0.43 0.15 -0.64 0.06 0.22 0.22

3.
ORCA calculation (ωB97M-V/def2-TZVPD) on a molecular structure, C6H12O2 at a distorted geometry.

Values from the calculation:
LUMO energy ... 0.805 eV

```
! wB97M-V def2-TZVPD RIJCOSX def2/J DEFGRID3
* xyz 0 1
C 0.65 -1.22 -1.19
C 1.67 0.06 -1.02
C 1.17 1.10 0.11
C -1.10 1.20 1.03
C -1.78 -0.84 0.33
C -0.47 -0.81 -0.18
H 1.09 -2.54 -1.03
H 0.21 -1.21 -2.37
H 1.89 0.64 -2.08
H 2.82 -0.28 -0.30
H 1.89 2.01 0.32
H 1.21 0.51 0.96
H -1.63 1.90 1.67
H -0.33 0.58 1.58
H -1.83 -1.60 1.23
H -2.66 -1.08 -0.29
H -0.54 0.44 -0.31
H 0.16 -0.77 0.61
O -0.23 1.57 0.01
O -2.19 0.36 0.91
*
```

These are the natural (NBO) partial charges, in e, on atoms 1 to 8: -0.37 -0.42 -0.10 0.18 -0.05 -0.64 0.20 0.21

4.
ORCA calculation (ωB97M-V/def2-TZVPD) on 3 unconnected molecules or ions with the total composition C6H12O2 at a distorted geometry.

Values from the calculation:
LUMO energy ... -0.054 eV
SMILES ... C=CC(=C)C=C.O.O

```
! wB97M-V def2-TZVPD RIJCOSX def2/J DEFGRID3
* xyz 0 1
C 1.33 1.56 0.90
C 0.49 0.55 1.15
C -0.30 -0.21 0.17
C 0.23 -0.57 -1.01
C -1.62 -0.64 0.72
C -2.54 -1.45 0.20
H 1.75 2.15 1.70
H 1.57 1.80 -0.13
H 0.22 0.45 2.20
H -0.16 -1.32 -1.68
H 1.20 -0.20 -1.30
H -1.87 -0.13 1.64
H -3.48 -1.57 0.71
H -2.36 -1.96 -0.74
O -1.10 2.44 -1.81
H -0.78 1.87 -1.08
H -0.81 1.90 -2.55
O 3.08 -1.31 0.31
H 3.00 -2.24 0.10
H 2.16 -1.12 0.51
*
```

These are the natural (NBO) partial charges, in e, on atoms 1 to 8: -0.34 -0.25 -0.10 -0.39 -0.22 -0.34 0.21 0.20

One value per record, in order, for HOMO level: -9.008, -9.768, -7.990, -9.147 eV.
One value per record, in order, for Kohn-Sham gap: 9.31, 10.36, 8.79, 9.09 eV.
One value per record, in order, for relative energy (zero: lowest compared OMol25 entry of this formula, charge and spin): 381.35, 582.91, 1038.51, 280.42 kJ/mol.